Entry 1:
The following is a DFT calculation (ωB97M-V/def2-TZVPD) of a single C6H5N molecule in a non-equilibrium geometry.

## Properties
- Energy above the lowest of the compared OMol25 structures with the same formula, charge and spin: 437.2 kJ/mol
- HOMO level: -8.73 eV
- Kohn-Sham gap: 9.818 eV
- SMILES: C#C[C@@H]1N[C@@H]1C#C
- LUMO: 1.1 eV

Last column: Löwdin charge in e.
Cartesian coordinates (Å):
C 1.65 2.00 -0.13  0.129
C 1.06 1.01 -0.50  -0.073
C 0.41 -0.20 -0.98  -0.250
N 0.64 -1.46 -0.36  0.040
C -0.75 -1.16 -0.39  -0.245
C -1.30 -0.45 0.67  -0.154
C -1.75 0.17 1.58  0.138
H 2.14 2.89 0.19  0.028
H 0.30 -0.31 -2.02  0.110
H 1.11 -1.26 0.51  0.111
H -1.36 -1.92 -0.94  0.154
H -2.16 0.70 2.37  0.012

=====

Entry 2:
The following is a DFT calculation (ωB97M-V/def2-TZVPD) of a single HNO2S2 molecule in a non-equilibrium geometry.

## Properties
- Energy above the lowest of the compared OMol25 structures with the same formula, charge and spin: 379.0 kJ/mol
- HOMO level (alpha / beta): -7.35 / -7.81 eV
- Kohn-Sham gap (alpha / beta): 7.579 / 5.770 eV
- 2S+1: 3
- LUMO (alpha / beta): 0.2 / -2.0 eV

Last column: Mulliken spin population.
Cartesian coordinates (Å):
N 0.25 -0.22 0.89  0.778
O 0.38 0.36 -1.41  0.048
O 0.87 -0.74 1.74  0.748
S -0.98 0.56 -1.29  0.113
S -1.38 -0.10 0.64  0.315
H 0.85 0.13 -0.58  -0.003

=====

Entry 3:
The following is a DFT calculation (ωB97M-V/def2-TZVPD) of a single C7H10NO4P molecule in a non-equilibrium geometry.

## Properties
- Energy above the lowest of the compared OMol25 structures with the same formula, charge and spin: 0.0 kJ/mol
- HOMO level: -8.82 eV
- Kohn-Sham gap: 8.134 eV
- SMILES: CCNC1=C(P(C)O)C(=O)OC1=O
- LUMO: -0.7 eV

Last column: Löwdin charge in e.
Cartesian coordinates (Å):
C 3.09 0.14 0.80  -0.097
C 1.80 0.70 0.03  -0.238
N 1.25 -0.40 -0.75  -0.035
C 0.09 -1.11 -0.38  -0.133
C -1.29 -0.72 -0.50  -0.173
P -1.99 0.96 -0.99  0.905
C -2.43 1.63 0.70  -0.288
O -0.79 2.02 -1.57  -0.343
C -2.07 -2.06 -0.35  -0.395
O -3.12 -2.26 -0.94  0.118
O -1.30 -3.19 0.03  0.123
C -0.14 -2.46 0.36  -0.346
O 0.42 -2.57 1.44  0.127
H 3.99 -0.01 0.11  0.076
H 2.91 -0.85 1.30  0.069
H 3.37 0.89 1.59  0.069
H 1.01 1.11 0.72  0.115
H 2.20 1.48 -0.69  0.119
H 1.20 -0.23 -1.76  0.130
H -2.83 2.68 0.71  0.049
H -3.24 0.98 1.18  0.062
H -1.57 1.59 1.42  0.040
H -0.55 1.68 -2.46  0.046

=====

What is the formula in the first record? C6H5N

=====

What did the first record say?
The following is a DFT calculation (ωB97M-V/def2-TZVPD) of a single C6H5N molecule in a non-equilibrium geometry.

## Properties
- Energy above the lowest of the compared OMol25 structures with the same formula, charge and spin: 437.2 kJ/mol
- HOMO level: -8.73 eV
- Kohn-Sham gap: 9.818 eV
- SMILES: C#C[C@@H]1N[C@@H]1C#C
- LUMO: 1.1 eV

Last column: Löwdin charge in e.
Cartesian coordinates (Å):
C 1.65 2.00 -0.13  0.129
C 1.06 1.01 -0.50  -0.073
C 0.41 -0.20 -0.98  -0.250
N 0.64 -1.46 -0.36  0.040
C -0.75 -1.16 -0.39  -0.245
C -1.30 -0.45 0.67  -0.154
C -1.75 0.17 1.58  0.138
H 2.14 2.89 0.19  0.028
H 0.30 -0.31 -2.02  0.110
H 1.11 -1.26 0.51  0.111
H -1.36 -1.92 -0.94  0.154
H -2.16 0.70 2.37  0.012

=====

Which formula does entry 2 have? HNO2S2

=====

Look up the energy above the lowest of the compared OMol25 structures with the same formula, charge and spin of the second one. 379.0 kJ/mol